The following is a quantum chemistry calculation of a cluster of 17 separate species, C94H85F12N13O34 in total at a distorted geometry, from the OMol25 dataset.

Summary:
orbital gap: 8.48 eV
E_LUMO: -1.46 eV
HOMO energy: -0.365 Eh
calculated total energy: -8100.2045 Eh

Each line ends with the Mulliken charge.
Geometry (Å):
C1 -1.48439 3.53192 9.83654  -0.45
C2 -2.58335 3.61811 8.93187  -0.47
C3 -2.25805 3.67433 7.57920  -0.44
C4 -0.90934 3.65945 7.17715  0.20
C5 0.14492 3.67243 8.05993  -0.39
C6 -0.18115 3.53890 9.41460  -0.63
N1 -0.59126 3.66032 5.69044  0.78
O1 0.56100 3.53299 5.37829  -0.24
O2 -1.46613 3.87323 4.89003  -0.24
H1 -1.69132 3.53392 10.89380  0.39
H2 -3.60053 3.44116 9.22056  0.44
H3 -3.03163 3.77359 6.82964  0.37
H4 1.16695 3.74305 7.67343  0.43
H5 0.65436 3.43068 10.12892  0.35
C7 2.44686 -7.51240 4.75403  -0.48
C8 1.29230 -6.87786 4.30074  -0.67
C9 1.37950 -5.67425 3.60326  0.40
C10 2.60234 -5.05433 3.43265  -0.49
C11 3.76690 -5.64102 3.94848  -0.47
C12 3.69696 -6.90533 4.57123  -0.65
N2 2.71589 -3.84757 2.64610  0.94
O3 1.65761 -3.30061 2.19640  0.20
O4 3.84133 -3.52613 2.37783  -0.56
H6 2.36813 -8.46642 5.25722  0.43
H7 0.30217 -7.36072 4.37876  0.41
H8 0.48861 -5.25912 3.17366  0.22
H9 4.72643 -5.11171 3.90725  0.43
H10 4.60173 -7.27856 5.06017  0.38
C13 -4.03888 5.37281 3.19232  -0.37
C14 -4.54330 4.12038 3.15858  0.50
C15 -5.22942 3.59771 4.25752  -0.60
C16 -5.27373 4.29122 5.44513  -0.36
C17 -4.87827 5.63266 5.48595  -0.49
C18 -4.24842 6.16954 4.33025  -0.90
N3 -6.00924 3.73704 6.60033  1.15
O5 -5.90754 4.30845 7.64449  -0.62
O6 -6.57588 2.70891 6.34274  -0.64
H11 -3.42487 5.75849 2.40306  0.75
H12 -4.40755 3.54236 2.25209  0.22
H13 -5.61466 2.59176 4.21934  0.45
H14 -5.11769 6.22498 6.36687  0.41
H15 -3.86060 7.17585 4.37844  0.47
C19 0.18569 -8.37236 -0.38433  -0.82
C20 1.17985 -7.94336 0.48987  -0.51
C21 1.92290 -6.81895 0.17031  -0.64
C22 1.56732 -6.15134 -0.99125  -0.01
C23 0.57067 -6.53291 -1.83706  -0.22
C24 -0.19502 -7.64395 -1.48635  -0.56
N4 2.26290 -4.88249 -1.29688  1.32
O7 2.86606 -4.34054 -0.40212  -0.55
O8 2.35279 -4.49848 -2.43132  -0.50
H16 -0.40630 -9.23471 -0.11193  0.39
H17 1.39960 -8.47400 1.41081  0.45
H18 2.62859 -6.46114 0.92189  0.54
H19 0.27998 -5.94735 -2.70789  0.54
H20 -1.01475 -7.94569 -2.14567  0.54
C25 -0.94469 4.15938 -2.76683  -0.95
C26 0.42686 3.94612 -2.59984  -0.71
C27 1.08824 3.00130 -3.39162  -0.72
C28 0.33714 2.27003 -4.31362  0.14
C29 -1.03536 2.36378 -4.38470  -0.80
C30 -1.65872 3.36194 -3.65594  -0.20
N5 1.05405 1.24511 -5.15154  1.01
O9 0.39948 0.31790 -5.54437  -0.53
O10 2.22140 1.38087 -5.28643  -0.63
H21 -1.38641 4.91850 -2.14874  0.78
H22 0.96994 4.51314 -1.85983  0.59
H23 2.11275 2.83771 -3.35056  0.97
H24 -1.65210 1.77587 -5.04662  0.48
H25 -2.69322 3.55238 -3.87312  0.50
C31 1.69000 -1.46880 -2.00534  0.27
C32 2.11810 -1.33438 -0.66765  0.99
C33 1.49275 -0.36401 0.11557  0.18
C34 0.41845 0.38559 -0.38977  -0.20
C35 -0.09995 0.16117 -1.64595  0.73
C36 0.59614 -0.72051 -2.49697  -0.16
N6 -0.21009 1.44777 0.49536  0.62
O11 0.55952 2.11037 1.14861  0.20
O12 -1.39289 1.55078 0.42622  -0.38
H26 2.22476 -2.15723 -2.66645  -0.96
H27 2.92089 -1.85825 -0.20650  -1.16
H28 1.79255 -0.24793 1.14615  -0.10
H29 -0.94474 0.72791 -2.00527  -0.07
H30 0.23908 -0.81078 -3.50135  0.04
C37 -6.58483 1.02961 1.76626  -0.76
C38 -5.25844 0.61257 1.66121  -0.67
C39 -4.56131 0.79538 0.46514  1.64
C40 -5.16410 1.44432 -0.58827  -0.18
C41 -6.41826 1.99670 -0.43812  -0.54
C42 -7.16632 1.70882 0.71832  -1.08
N7 -4.41226 1.56348 -1.81944  0.95
O13 -4.78408 2.37038 -2.64897  -0.67
O14 -3.44278 0.79247 -1.95570  0.07
H31 -7.22131 0.88935 2.66149  0.43
H32 -4.69877 0.17528 2.46665  0.53
H33 -3.54501 0.46506 0.34158  -0.68
H34 -6.85855 2.54779 -1.25363  0.59
H35 -8.17121 2.10055 0.80606  0.51
C43 -6.17093 -1.56769 -2.10677  -0.61
C44 -7.35090 -1.27842 -2.75489  -0.40
C45 -7.69094 -1.93550 -3.96642  -0.69
C46 -6.70144 -2.76510 -4.48814  -0.39
C47 -5.46647 -2.97694 -3.86480  -0.39
C48 -5.18361 -2.35704 -2.61732  -0.16
N8 -6.87410 -3.27643 -5.85227  1.10
O15 -7.87478 -2.99298 -6.42147  -0.64
O16 -5.91576 -3.84831 -6.32475  -0.64
H36 -6.03796 -1.13671 -1.10492  0.36
H37 -8.07383 -0.68437 -2.25442  0.52
H38 -8.64862 -1.91157 -4.46493  0.51
H39 -4.73193 -3.59732 -4.34764  0.74
H40 -4.24074 -2.49493 -2.14461  0.57
C49 4.12314 1.20876 -2.06890  0.60
C50 4.46849 1.76231 -0.85140  -0.43
C51 5.71901 2.36345 -0.64557  -0.22
C52 6.59436 2.43642 -1.76286  -0.70
C53 6.20853 1.96145 -2.99187  -0.50
C54 4.95840 1.38642 -3.14575  -0.45
N9 7.97312 2.91275 -1.63927  1.05
O17 8.71772 2.71442 -2.57487  -0.62
O18 8.35299 3.30435 -0.57570  -0.63
H41 3.09361 0.78848 -2.13365  0.01
H42 3.68857 1.80810 -0.10197  0.30
H43 5.98071 2.75302 0.32584  0.74
H44 6.84828 2.10527 -3.87224  0.45
H45 4.67454 1.08199 -4.12877  0.40
C55 0.74811 5.17831 2.47562  0.84
C56 0.32971 6.22257 3.28047  -0.75
C57 0.56617 7.56604 2.97824  -0.46
C58 1.24509 7.81597 1.80925  -0.35
C59 1.67828 6.77950 0.98726  -0.92
C60 1.41949 5.45163 1.29145  -0.14
N10 1.58156 9.24246 1.39577  1.00
O19 1.74453 9.44360 0.21115  -0.60
O20 1.45350 10.11112 2.20570  -0.61
H46 0.58401 4.16233 2.81298  -0.06
H47 -0.16356 6.05954 4.24937  0.21
H48 0.26009 8.36565 3.66517  0.47
H49 2.22286 7.03701 0.07735  0.50
H50 1.83262 4.67486 0.67845  0.90
C61 -0.66363 -0.45389 4.21550  -1.08
C62 0.13691 0.67564 4.31587  0.02
C63 1.43537 0.52420 4.80176  0.44
C64 1.93260 -0.73474 5.16259  -0.38
C65 1.04870 -1.84557 5.18511  -0.76
C66 -0.23842 -1.69830 4.69036  -0.56
N11 3.30507 -0.94050 5.58749  1.14
O21 3.90225 0.06142 5.81237  -0.63
O22 3.74670 -2.07295 5.64673  -0.67
H51 -1.54208 -0.35910 3.58557  0.61
H52 -0.19237 1.63361 3.91252  0.43
H53 2.05611 1.37191 4.94697  0.28
H54 1.46892 -2.78902 5.50688  0.53
H55 -0.98926 -2.49116 4.64032  0.44
C67 1.26904 -4.38101 -7.30230  -0.67
C68 1.76084 -4.30217 -5.99293  -0.57
C69 2.53996 -3.25204 -5.56325  0.07
C70 2.84149 -2.28498 -6.50845  0.42
C71 2.40539 -2.35630 -7.84139  -0.69
C72 1.60303 -3.40940 -8.21517  -0.50
N12 3.71583 -1.12325 -6.11738  0.94
O23 4.13647 -1.06863 -4.99175  -0.44
O24 3.99734 -0.34903 -6.97687  -0.66
H56 0.61846 -5.23754 -7.52313  0.48
H57 1.47529 -5.02337 -5.24517  0.58
H58 2.79436 -3.18930 -4.49473  0.03
H59 2.58879 -1.53319 -8.49552  0.53
H60 1.27015 -3.49108 -9.25068  0.38
C73 -3.15553 4.24907 -0.28129  0.73
C74 -4.20524 4.99526 -0.72111  -0.30
C75 -4.20476 6.38574 -0.46925  -1.07
C76 -3.08500 6.94956 0.12433  0.16
C77 -1.97243 6.18479 0.42872  0.45
C78 -2.03425 4.80049 0.29820  0.66
N13 -3.15474 8.37059 0.56690  1.14
O25 -2.26537 8.67671 1.28767  -0.60
O26 -4.07223 9.03139 0.15440  -0.67
H61 -3.19424 3.19655 -0.34855  -0.36
H62 -5.06797 4.52048 -1.15989  0.45
H63 -5.09933 7.00580 -0.64233  0.42
H64 -1.08732 6.69583 0.80594  -0.43
H65 -1.27122 4.17443 0.70561  -0.65
C79 -2.12189 -2.17846 0.64336  0.67
C80 -1.27006 -3.45500 0.61361  0.87
O27 -2.06516 -4.52432 -0.07132  -0.42
C81 -2.07010 -4.47529 -1.41329  0.23
O28 -1.58325 -3.60816 -2.07550  -0.17
C82 -3.01555 -5.54885 -1.92241  0.59
F1 -4.25281 -4.94317 -2.04308  -0.27
F2 -2.68288 -6.01326 -3.14873  -0.21
F3 -3.22371 -6.64019 -1.16806  -0.26
H66 -1.54007 -1.27989 0.83821  -0.67
H67 -2.80900 -2.30908 1.48669  0.64
H68 -2.67544 -1.97105 -0.25847  -0.65
H69 -0.97702 -3.87078 1.57198  -0.13
H70 -0.35329 -3.29878 0.01535  -0.25
C83 -2.28269 -1.51808 -4.74824  1.36
C84 -1.78332 -2.13195 -6.01820  -0.54
O29 -2.18040 -3.52825 -5.87790  0.38
C85 -2.19268 -4.10276 -7.04987  0.00
O30 -1.88880 -3.60878 -8.12506  -0.53
C86 -2.78252 -5.57998 -7.20323  0.74
F4 -1.82402 -6.45687 -7.65764  -0.28
F5 -3.39309 -6.11783 -6.12455  -0.19
F6 -3.72243 -5.48088 -8.20518  -0.28
H71 -3.34740 -1.30474 -4.76968  0.70
H72 -1.69064 -0.59698 -4.65543  -0.69
H73 -2.08317 -2.13942 -3.86557  -0.94
H74 -0.68355 -2.07306 -6.03335  -0.15
H75 -2.35422 -1.69082 -6.83672  0.61
C87 3.93950 3.84970 4.40110  -0.70
C88 4.24177 3.73253 2.86710  0.05
O31 4.98293 2.49444 2.73857  -0.39
C89 4.32272 1.41997 2.57392  0.28
O32 3.11674 1.35339 2.63386  0.03
C90 5.12838 0.09340 2.38761  0.52
F7 6.42442 0.34114 1.99889  -0.29
F8 5.17333 -0.58976 3.56965  -0.21
F9 4.51367 -0.69634 1.50469  -0.11
H76 3.47327 2.92786 4.80436  -0.13
H77 3.19229 4.65181 4.53360  0.28
H78 4.83093 4.06103 4.98670  0.42
H79 4.88879 4.50705 2.50486  0.52
H80 3.23650 3.55239 2.44282  -0.28
C91 5.82067 -2.23222 -1.12814  -0.26
C92 6.21644 -2.55545 -2.56712  -0.34
O33 6.14315 -3.99233 -2.82917  -0.13
C93 7.08733 -4.70721 -2.41059  0.42
O34 8.03464 -4.32522 -1.73327  -0.58
C94 7.04772 -6.15520 -2.78914  0.81
F10 8.23573 -6.56016 -3.20403  -0.27
F11 6.79363 -6.91871 -1.72362  -0.27
F12 6.21426 -6.51908 -3.81449  -0.24
H81 4.80304 -2.60713 -0.93743  -0.11
H82 5.77146 -1.13550 -1.00590  0.01
H83 6.51155 -2.71027 -0.40775  0.59
H84 7.25146 -2.20003 -2.72479  0.37
H85 5.51344 -2.03534 -3.19156  0.03